{
  "formula": "C5H11N5",
  "method": "ωB97M-V/def2-TZVPD",
  "species": ["C", "C", "C", "C", "C", "N", "N", "N", "N", "N", "H", "H", "H", "H", "H", "H", "H", "H", "H", "H", "H"],
  "coordinates": [[1.08362, -1.39564, 0.02255], [1.46713, -0.11272, 0.14384], [-0.84672, -0.15830, 0.00794], [-1.28721, -2.50747, -0.14484], [0.62850, 2.12588, -0.22418], [-2.04173, 0.24305, 0.05075], [-0.30520, -1.43831, 0.12977], [0.35582, 0.74082, 0.15968], [2.87830, 0.13283, 0.05940], [-2.37469, 1.53230, 0.22793], [1.54720, -2.34843, 0.23627], [-1.42009, -2.84281, -1.28156], [-0.77782, -3.38100, 0.23383], [-2.33598, -2.32271, 0.32169], [0.16458, 2.22256, -1.13627], [0.15278, 2.72548, 0.43653], [1.61762, 2.44262, -0.12533], [3.53635, -0.57631, 0.34298], [3.06409, 0.99305, 0.50819], [-3.38029, 1.65978, 0.05855], [-1.72626, 2.26534, -0.02773]],
  "forces_ev_per_angstrom": [[-0.86, -0.78, 0.74], [1.38, -3.13, -0.83], [2.55, 2.46, 1.18], [0.12, -0.90, -1.38], [-1.33, -2.47, 0.33], [0.07, -2.50, -0.77], [-4.25, 0.97, -1.00], [1.84, -1.51, 0.43], [-1.59, 1.81, -0.35], [-1.17, 1.34, 0.72], [0.62, 0.37, -0.27], [0.14, 1.40, 1.93], [-0.46, -0.58, 0.62], [2.23, -0.13, -0.70], [-0.26, 1.00, -2.62], [-1.78, 2.11, 2.14], [1.82, -0.22, -0.52], [-0.65, -0.30, 0.17], [0.85, 0.87, 0.53], [1.23, 0.31, -0.11], [-0.50, -0.13, -0.27]],
  "e_lumo_ha": 0.0326,
  "total_charge": 0,
  "smiles": "Cn1cc(N)n(C)/c1=N\\N",
  "e_homo_ev": -6.01
}

***

{
  "formula": "CH2FNO",
  "method": "ωB97M-V/def2-TZVPD",
  "species": ["C", "N", "O", "F", "H", "H"],
  "coordinates": [[-1.22532, -0.36632, -0.06236], [2.52733, 0.61885, -0.60657], [-0.37621, 0.08130, -0.73891], [-0.93691, -0.83099, 1.19754], [-2.39914, -0.54878, -0.21559], [2.41025, 1.04594, 0.42589]],
  "forces_ev_per_angstrom": [[-1.58, -0.72, 0.67], [-0.15, 0.97, 2.31], [-0.80, -0.07, -0.04], [-0.28, 0.24, -0.62], [2.59, 0.56, 0.01], [0.21, -0.98, -2.33]],
  "s2": 2.008,
  "multiplicity": 3,
  "e_lumo_ha": [0.0366, -0.0038],
  "total_charge": 0,
  "e_homo_ev": [-11.39, -12.04]
}

***

{
  "formula": "C35H37FeN6O2",
  "method": "ωB97M-V/def2-TZVPD",
  "species": ["Fe", "C", "N", "C", "C", "C", "C", "C", "C", "N", "C", "C", "C", "C", "C", "C", "N", "C", "C", "C", "C", "C", "N", "H", "H", "H", "H", "H", "H", "H", "H", "H", "H", "H", "H", "H", "H", "H", "H", "H", "H", "N", "C", "C", "C", "C", "C", "C", "C", "C", "C", "C", "C", "C", "H", "H", "H", "H", "H", "H", "H", "H", "H", "H", "O", "C", "O", "C", "N", "C", "C", "C", "H", "H", "H", "H", "H", "H", "H", "H", "H"],
  "coordinates": [[0.16240, 0.15900, -0.07665], [-2.52580, -0.91028, 1.45560], [-1.20806, -0.49609, 1.93111], [-0.46814, -1.64604, 2.44559], [1.00927, -1.39011, 2.54892], [1.83279, -2.24009, 3.27377], [3.19561, -2.01306, 3.26353], [3.69582, -0.92639, 2.55895], [2.80297, -0.12054, 1.87975], [1.48312, -0.36053, 1.85918], [-1.31969, 0.56928, 2.92774], [-0.56172, 1.84227, 2.62384], [-0.56369, 2.84982, 3.57983], [0.09326, 4.03499, 3.31716], [0.75381, 4.17373, 2.10427], [0.71142, 3.12310, 1.21177], [0.05439, 1.97133, 1.45482], [-2.42756, -1.69742, 0.18796], [-3.40120, -2.61839, -0.17284], [-3.32656, -3.21801, -1.41728], [-2.27494, -2.88716, -2.26398], [-1.32958, -1.98881, -1.81040], [-1.40452, -1.40761, -0.60503], [-3.09653, -0.01613, 1.21569], [-3.07826, -1.47934, 2.20915], [-0.62285, -2.48414, 1.76016], [-0.84591, -1.96496, 3.42199], [1.40863, -3.07458, 3.82702], [3.86552, -2.67761, 3.79830], [4.75498, -0.70700, 2.53551], [3.13802, 0.74527, 1.31340], [-0.99613, 0.20697, 3.90424], [-2.36561, 0.84694, 3.04098], [-1.08568, 2.69558, 4.52279], [0.09529, 4.83577, 4.04790], [1.29038, 5.08087, 1.85123], [1.23501, 3.18610, 0.26939], [-4.21199, -2.84514, 0.51224], [-4.07699, -3.93919, -1.72444], [-2.18320, -3.32433, -3.25191], [-0.45939, -1.72604, -2.40948], [1.39480, -2.41748, -0.51359], [1.98072, -2.63730, -1.78710], [1.88739, -3.90407, -2.35432], [2.50381, -4.19824, -3.55902], [3.23694, -3.21426, -4.20223], [3.31223, -1.94421, -3.64239], [2.68603, -1.60982, -2.43561], [2.73747, -0.15593, -1.99893], [3.91887, 0.55466, -2.23868], [3.96440, 1.94475, -2.16608], [2.80260, 2.64389, -1.89366], [1.63775, 1.92639, -1.60237], [1.56292, 0.51543, -1.57137], [1.04279, -3.28203, -0.12732], [2.09167, -2.04329, 0.10733], [1.33962, -4.68022, -1.82234], [2.42535, -5.19517, -3.98045], [3.73896, -3.42615, -5.13991], [3.84667, -1.16650, -4.17819], [4.82302, 0.01056, -2.49952], [4.89276, 2.47088, -2.36157], [2.80478, 3.73066, -1.89794], [0.73635, 2.49962, -1.38814], [-3.51604, 1.45053, -0.28360], [-2.66395, 1.56943, -1.15172], [-1.39223, 1.33759, -1.08444], [-3.06319, 2.10814, -2.53954], [-1.79395, 2.05066, -3.36777], [-1.41621, 3.44352, -3.78248], [-2.07048, 4.31212, -2.71372], [-3.41314, 3.60263, -2.46227], [-3.85422, 1.49508, -2.95664], [-1.81249, 1.38650, -4.12974], [-1.17459, 1.68694, -2.56618], [-1.83893, 3.65449, -4.76204], [-0.33531, 3.52680, -3.83497], [-2.19538, 5.33811, -3.05621], [-1.46474, 4.32089, -1.80359], [-4.13707, 3.87397, -3.23218], [-3.84634, 3.83350, -1.49216]],
  "forces_ev_per_angstrom": [[-0.67, -0.16, 0.69], [0.06, -0.03, 0.08], [0.04, 0.01, 0.04], [-0.07, -0.02, -0.14], [-0.02, -0.04, -0.01], [-0.02, -0.17, 0.20], [0.10, -0.11, 0.07], [0.05, 0.11, 0.00], [-0.15, 0.09, -0.07], [0.38, -0.21, -0.44], [0.11, 0.06, -0.10], [-0.02, -0.13, -0.18], [-0.07, 0.09, 0.24], [-0.01, 0.04, 0.09], [0.00, 0.08, 0.02], [-0.18, -0.20, 0.23], [0.24, 0.42, -0.37], [-0.07, 0.01, -0.12], [-0.17, -0.13, -0.05], [-0.08, -0.06, 0.01], [-0.02, -0.02, -0.07], [0.13, 0.05, 0.07], [0.28, -0.06, -0.42], [-0.05, 0.12, 0.00], [-0.04, -0.09, 0.13], [0.02, 0.02, -0.02], [-0.11, -0.05, 0.12], [0.05, 0.13, -0.09], [-0.06, 0.07, -0.03], [-0.05, -0.01, 0.00], [-0.03, -0.11, -0.02], [0.05, -0.03, 0.14], [-0.15, 0.02, 0.03], [0.09, 0.04, -0.18], [0.01, -0.05, -0.05], [-0.03, -0.10, 0.03], [-0.05, 0.02, 0.16], [0.09, 0.02, -0.07], [0.07, 0.08, 0.02], [0.02, 0.02, 0.12], [-0.13, 0.00, 0.08], [0.10, 0.17, -0.18], [0.18, 0.00, 0.19], [-0.08, -0.07, -0.07], [-0.01, -0.05, -0.06], [0.03, 0.11, 0.01], [-0.06, 0.00, -0.06], [0.04, 0.27, 0.00], [-0.18, -0.35, -0.22], [-0.01, -0.10, 0.00], [0.04, -0.10, 0.00], [-0.13, -0.11, -0.04], [0.23, -0.23, -0.27], [0.18, 0.46, 0.08], [0.01, -0.07, 0.06], [0.16, 0.17, 0.32], [0.07, 0.09, -0.04], [0.00, 0.10, 0.04], [-0.05, 0.04, 0.09], [-0.05, -0.07, 0.05], [-0.09, 0.06, -0.01], [-0.05, -0.06, 0.03], [-0.02, -0.07, 0.01], [0.05, -0.11, -0.06], [0.23, 0.08, -0.36], [0.72, -0.24, 0.43], [-0.78, 0.26, 0.13], [-0.03, 0.40, -0.06], [-0.28, 0.33, 0.18], [-0.12, 0.01, 0.18], [-0.15, -0.17, 0.03], [0.15, 0.01, -0.12], [0.00, -0.06, -0.13], [-0.06, -0.08, -0.13], [0.38, -0.09, -0.13], [-0.05, -0.11, -0.06], [0.09, -0.06, 0.02], [0.02, -0.04, 0.04], [-0.02, -0.01, -0.06], [0.03, -0.04, -0.01], [-0.02, 0.01, -0.01]],
  "s2": 6.011,
  "multiplicity": 5,
  "e_lumo_ha": [-0.0683, -0.0686],
  "total_charge": 1,
  "e_homo_ev": [-9.90, -9.85]
}

***

no.,strongest force on any atom (eV/A),E_tot (eV)
1,4.47,-12810.26388
2,2.65,-7320.38904
3,0.98,-84314.94682